Formula: C35H39N4O6PSeTl
Source: OMol25
Level of theory: ωB97M-V/def2-TZVPD

Output
2S+1 = 1
E_HOMO = -11.31 eV
total charge = +1
HOMO-LUMO gap = 7.6 eV
E_LUMO = -3.70 eV

The geometry in XYZ format:
```
87
C35H39N4O6PSeTl, DFT ωB97M-V/def2-TZVPD
Tl -0.438 0.100 -0.981
O 2.902 1.503 1.387
C 2.162 1.138 0.490
O 1.053 0.496 0.658
C 2.517 1.466 -0.963
P 1.082 1.805 -1.971
C 1.504 1.575 -3.723
C 2.644 2.136 -4.252
C 2.770 2.175 -5.623
C 1.800 1.602 -6.475
C 0.695 1.034 -5.893
C 0.495 1.064 -4.524
C 0.594 3.559 -1.801
C 0.971 4.232 -0.633
C 0.504 5.498 -0.454
C -0.225 6.118 -1.461
C -0.578 5.455 -2.611
C -0.221 4.129 -2.743
H 2.957 0.640 -1.571
H 3.271 2.254 -0.943
H 3.369 2.539 -3.576
H 3.572 2.732 -6.090
H 1.900 1.687 -7.468
H -0.088 0.649 -6.481
H -0.382 0.457 -4.136
H 1.721 3.731 0.033
H 0.690 6.066 0.463
H -0.359 7.176 -1.334
H -1.015 5.918 -3.475
H -0.539 3.604 -3.654
C -3.991 -0.486 -3.105
C -2.767 -1.349 -3.151
N -1.596 -1.246 -2.522
C -0.741 -2.082 -3.127
C -1.391 -2.845 -4.094
N -2.676 -2.357 -4.086
C -1.016 -4.011 -4.925
O 0.145 -4.554 -4.722
O -1.865 -4.454 -5.719
C 0.625 -2.177 -2.651
O 1.431 -2.981 -3.182
O 0.981 -1.369 -1.704
H -4.368 -0.476 -2.101
H -4.674 -0.808 -3.922
H -3.805 0.491 -3.370
H -3.493 -2.801 -4.505
H 0.782 -4.082 -4.068
C -1.210 0.050 5.952
C -1.368 1.511 5.488
C -1.722 1.874 3.984
C -0.645 1.560 3.054
N -0.184 0.118 3.015
C -0.568 -0.804 2.078
Se -2.028 -0.635 0.970
N 0.252 -1.884 2.206
C 0.417 -2.934 1.221
C -0.237 -4.243 1.653
C -1.684 -4.137 2.139
C -1.985 -3.619 3.545
C 1.198 -1.513 3.142
C 2.374 -2.190 3.532
C 3.168 -1.542 4.451
C 2.980 -0.228 4.854
C 1.811 0.487 4.491
C 0.985 -0.237 3.626
H -1.272 -0.010 7.030
H -0.236 -0.377 5.698
H -1.951 -0.655 5.598
H -0.407 2.124 5.679
H -2.137 1.905 6.202
H -1.986 2.951 3.945
H -2.670 1.395 3.761
H 0.239 2.134 3.211
H -1.063 1.750 2.070
H 1.483 -3.091 1.036
H 0.038 -2.558 0.219
H 0.474 -4.693 2.330
H -0.291 -4.854 0.743
H -2.202 -5.094 2.066
H -2.235 -3.507 1.393
H -1.450 -4.291 4.344
H -3.037 -3.804 3.835
H -1.657 -2.586 3.704
H 2.639 -3.169 3.285
H 4.057 -2.000 4.841
H 3.644 0.311 5.568
H 1.557 1.532 4.800
```

***

Formula: C11H16FN4O8PdS2
Source: OMol25
Level of theory: ωB97M-V/def2-TZVPD

Output
2S+1 = 1
E_HOMO (spin up / spin down) = -4.80 / -4.80 eV
energy relative to the best compared isomer or geometry (same formula, charge and spin) = 2.649 eV
total charge = -1
HOMO-LUMO gap (spin up / spin down) = 6.2 / 6.2 eV
E_LUMO (spin up / spin down) = 1.42 / 1.42 eV

The geometry in XYZ format:
```
43
C11H16FN4O8PdS2, DFT ωB97M-V/def2-TZVPD
Pd 0.658 -0.144 0.080
O 2.131 1.481 -0.517
S 2.214 0.449 -1.575
O 3.148 0.721 -2.636
O 0.809 0.280 -2.102
O 2.517 -0.857 -0.894
C 1.612 -3.259 -4.421
C 1.399 -2.140 -3.405
N 0.853 -2.665 -2.158
C -0.229 -2.248 -1.485
S -0.264 -2.526 0.210
N -1.406 -1.901 -2.027
C -1.780 -1.711 -3.411
C -1.758 -0.238 -3.818
H 2.006 -2.835 -5.340
H 0.676 -3.768 -4.643
H 2.317 -3.995 -4.043
H 0.754 -1.360 -3.802
H 2.349 -1.651 -3.168
H 1.598 -2.899 -1.505
H -2.047 -1.501 -1.349
H -2.794 -2.112 -3.522
H -1.115 -2.304 -4.038
H -2.547 0.307 -3.304
H -1.897 -0.140 -4.894
H -0.807 0.207 -3.523
F 1.560 1.064 6.438
C 0.744 1.869 5.725
C -0.095 1.328 4.814
N -0.980 2.090 4.119
C -1.764 1.498 3.061
C -0.881 0.817 1.978
O -1.398 0.654 0.857
O 0.259 0.440 2.303
C -1.067 3.456 4.316
O -1.887 4.158 3.770
N -0.167 3.963 5.228
C 0.806 3.295 5.973
O 1.548 3.901 6.713
H -0.087 0.270 4.601
H -2.343 2.300 2.598
H -2.447 0.738 3.457
H -0.197 4.971 5.342
```

***

Formula: C5H14NO
Source: OMol25
Level of theory: ωB97M-V/def2-TZVPD

Output
2S+1 = 1
E_HOMO = -2.73 eV
energy relative to the best compared isomer or geometry (same formula, charge and spin) = 0.614 eV
total charge = -1
HOMO-LUMO gap = 7.1 eV
E_LUMO = 4.33 eV

The geometry in XYZ format:
```
21
C5H14NO, DFT ωB97M-V/def2-TZVPD
N 2.278 -1.271 1.885
C 2.318 -0.718 0.495
O 1.206 -0.011 0.234
H 3.073 -0.975 2.493
H 1.457 -0.822 2.276
H 3.278 -0.134 0.370
H 2.396 -1.540 -0.232
C -0.154 1.396 -1.927
C -1.042 1.145 -0.665
C -1.568 -0.253 -0.534
C -2.043 -0.621 0.864
H 0.801 0.830 -1.691
H 0.127 2.447 -2.086
H -0.612 0.890 -2.818
H -1.854 1.954 -0.507
H -0.367 1.259 0.217
H -0.653 -0.887 -0.763
H -2.306 -0.520 -1.274
H -1.155 -0.447 1.500
H -2.317 -1.683 0.892
H -2.863 -0.040 1.270
```

***

Formula: C5H6EuLiO4
Source: OMol25
Level of theory: ωB97M-V/def2-TZVPD

Output
2S+1 = 8
E_HOMO (spin up / spin down) = -15.97 / -15.97 eV
energy relative to the best compared isomer or geometry (same formula, charge and spin) = 0.000 eV
⟨S²⟩ = 15.7583
total charge = +3
HOMO-LUMO gap (spin up / spin down) = 3.2 / 3.4 eV
E_LUMO (spin up / spin down) = -12.78 / -12.54 eV

The geometry in XYZ format:
```
17
C5H6EuLiO4, DFT ωB97M-V/def2-TZVPD
O 3.296 0.741 -0.996
C 2.437 1.239 -0.251
O 2.325 2.385 0.128
O 1.429 0.267 0.150
C 0.488 0.621 0.928
C -0.447 -0.363 1.431
Li 4.016 2.879 -0.913
H 0.345 1.699 1.086
H -0.039 -0.353 2.494
H -1.435 0.104 1.549
H -0.289 -1.366 1.026
Eu 4.368 -1.240 -2.175
C -2.832 -1.079 -1.069
C -3.909 -1.645 -0.555
O -4.837 -2.119 -0.042
H -2.013 -1.725 -1.384
H -2.902 -0.045 -1.406
```

***

Formula: C9H22NOP
Source: OMol25
Level of theory: ωB97M-V/def2-TZVPD

Output
2S+1 = 1
E_HOMO (spin up / spin down) = -8.03 / -8.03 eV
energy relative to the best compared isomer or geometry (same formula, charge and spin) = 2.585 eV
HOMO-LUMO gap (spin up / spin down) = 8.6 / 8.6 eV
E_LUMO (spin up / spin down) = 0.61 / 0.61 eV

The geometry in XYZ format:
```
34
C9H22NOP, DFT ωB97M-V/def2-TZVPD
C 2.150 1.312 1.817
C 0.760 -0.165 3.321
C -1.390 -1.559 -1.312
C -2.479 0.293 0.061
C -2.357 0.525 -2.451
C 1.934 -1.372 0.515
C 1.130 0.385 -2.286
C 0.843 0.490 1.927
C -1.751 -0.089 -1.164
N 0.740 -0.661 0.945
O -0.092 2.089 -0.477
P 0.001 0.718 -0.874
H 2.259 1.683 0.769
H 2.020 2.062 2.580
H 2.912 0.580 2.176
H -0.097 -0.907 3.210
H 0.585 0.700 4.162
H 1.700 -0.716 3.553
H -0.944 -1.506 -2.343
H -0.610 -1.950 -0.642
H -2.116 -2.255 -1.438
H -3.244 -0.351 0.173
H -2.821 1.334 -0.186
H -1.975 0.349 0.975
H -2.439 1.586 -2.495
H -1.727 0.029 -3.283
H -3.450 0.123 -2.558
H 1.518 -2.295 0.146
H 2.430 -0.880 -0.332
H 2.597 -1.538 1.376
H 1.244 -0.734 -2.286
H 0.514 0.828 -3.151
H 2.211 0.778 -2.119
H -0.052 1.115 1.692
```

***

Formula: C4H10NO3
Source: OMol25
Level of theory: ωB97M-V/def2-TZVPD

Output
2S+1 = 1
E_HOMO = -3.54 eV
energy relative to the best compared isomer or geometry (same formula, charge and spin) = 2.998 eV
total charge = -1
HOMO-LUMO gap = 7.2 eV
E_LUMO = 3.70 eV

The geometry in XYZ format:
```
18
C4H10NO3, DFT ωB97M-V/def2-TZVPD
C -0.496 0.733 0.563
C -1.102 1.747 -0.388
C -0.421 1.905 -1.687
O -0.735 2.809 -2.450
N -0.263 -0.539 -0.143
C 1.201 -0.906 -0.141
O 1.788 -1.028 1.046
H -0.958 0.722 1.534
H 0.500 1.197 0.646
H -1.228 2.718 0.142
H -2.177 1.527 -0.590
H 0.454 1.328 -1.979
H -0.798 -1.252 0.340
H 1.247 -1.899 -0.692
H 1.697 -0.037 -0.681
H -0.291 -3.136 1.222
H 1.066 -2.532 1.558
O 0.515 -3.359 1.700
```

***

Formula: C29H67N2O10
Source: OMol25
Level of theory: ωB97M-V/def2-TZVPD

Output
2S+1 = 1
E_HOMO = -11.07 eV
total charge = +1
HOMO-LUMO gap = 6.6 eV
E_LUMO = -4.49 eV

The geometry in XYZ format:
```
108
C29H67N2O10, DFT ωB97M-V/def2-TZVPD
C 0.231 0.684 3.426
C -0.405 0.899 2.056
O -1.618 0.193 1.923
C -1.524 -1.083 1.335
C -1.626 -2.216 2.363
O -0.371 -2.834 2.642
C 0.099 -3.706 1.638
C 1.470 -3.219 1.167
O 2.403 -4.296 1.187
C 3.735 -3.911 1.349
C 4.135 -2.720 0.507
C 3.948 -2.760 -0.894
N 4.277 -1.760 -1.661
N 4.771 -0.690 -1.063
C 5.010 -0.531 0.232
O 5.537 0.625 0.588
C 4.693 -1.596 1.079
H 0.193 -0.370 3.692
H -0.328 1.244 4.169
H 1.269 1.012 3.433
H 0.290 0.641 1.251
H -0.636 1.956 1.939
H -2.361 -1.185 0.643
H -0.618 -1.191 0.732
H -2.347 -2.959 2.023
H -1.955 -1.770 3.294
H 0.203 -4.712 2.044
H -0.593 -3.745 0.797
H 1.386 -2.850 0.141
H 1.758 -2.414 1.844
H 4.403 -4.736 1.106
H 3.937 -3.661 2.396
H 3.526 -3.626 -1.377
H 4.961 0.098 -1.683
H 5.158 0.926 1.425
H 4.862 -1.526 2.143
C -5.236 -0.913 -3.265
C -4.164 -0.533 -2.257
C -3.565 0.829 -2.561
O -3.140 -1.534 -2.218
H -4.808 -0.970 -4.270
H -5.656 -1.890 -3.029
H -6.043 -0.180 -3.278
H -4.595 -0.524 -1.255
H -3.087 0.825 -3.545
H -2.801 1.084 -1.824
H -4.328 1.608 -2.550
H -2.737 -1.574 -3.091
C -3.526 -4.573 5.292
C -3.894 -3.198 5.828
C -5.253 -3.203 6.509
O -3.866 -2.233 4.773
H -4.256 -4.897 4.545
H -2.547 -4.547 4.812
H -3.503 -5.316 6.090
H -3.134 -2.870 6.537
H -6.034 -3.487 5.797
H -5.496 -2.210 6.886
H -5.277 -3.907 7.341
H -4.533 -2.487 4.126
C 7.421 0.537 -4.413
C 5.977 0.249 -4.797
C 5.807 0.156 -6.304
O 5.117 1.253 -4.249
H 7.741 1.495 -4.829
H 7.531 0.600 -3.329
H 8.093 -0.238 -4.783
H 5.661 -0.691 -4.336
H 6.081 1.104 -6.774
H 4.768 -0.051 -6.560
H 6.433 -0.630 -6.725
H 5.375 2.096 -4.636
C -2.881 5.739 -1.981
C -3.738 4.619 -2.548
C -4.190 4.928 -3.967
O -4.868 4.380 -1.710
H -3.448 6.671 -1.940
H -2.562 5.502 -0.965
H -1.993 5.907 -2.594
H -3.173 3.685 -2.544
H -4.795 5.839 -3.980
H -4.804 4.117 -4.360
H -3.338 5.073 -4.633
H -5.391 5.188 -1.688
C -5.903 9.597 -3.558
C -4.818 9.985 -2.567
C -4.258 11.369 -2.860
O -3.770 9.013 -2.568
H -5.497 9.568 -4.573
H -6.295 8.605 -3.330
H -6.729 10.308 -3.541
H -5.226 9.966 -1.555
H -3.805 11.391 -3.855
H -3.485 11.630 -2.137
H -5.040 12.128 -2.823
H -3.381 9.003 -3.450
C 5.075 -7.700 3.180
C 6.000 -6.645 3.768
C 7.032 -7.258 4.701
O 5.235 -5.650 4.456
H 4.526 -8.208 3.976
H 4.340 -7.243 2.515
H 5.634 -8.449 2.618
H 6.510 -6.116 2.959
H 6.536 -7.752 5.540
H 7.684 -6.487 5.110
H 7.646 -7.995 4.183
H 4.774 -6.092 5.177
```

***

Formula: C4H4O2
Source: OMol25
Level of theory: ωB97M-V/def2-TZVPD

Output
2S+1 = 1
E_HOMO = -10.30 eV
energy relative to the best compared isomer or geometry (same formula, charge and spin) = 2.908 eV
SMILES = C#C[C@@H](O)C=O
HOMO-LUMO gap = 11.0 eV
E_LUMO = 0.66 eV

The geometry in XYZ format:
```
10
C4H4O2, DFT ωB97M-V/def2-TZVPD
C -1.956 0.676 0.901
C -1.192 0.027 0.248
C 1.089 -0.073 0.519
C 0.148 -0.586 -0.531
O 1.920 0.770 0.195
O 0.300 -0.201 -1.783
H -2.526 1.302 1.508
H 0.978 -0.458 1.464
H 0.067 -1.646 -0.484
H 1.171 0.187 -2.037
```

***

Formula: C11H21BrCsN3O3
Source: OMol25
Level of theory: ωB97M-V/def2-TZVPD

Output
2S+1 = 1
E_HOMO = -7.06 eV
energy relative to the best compared isomer or geometry (same formula, charge and spin) = 0.000 eV
HOMO-LUMO gap = 7.1 eV
E_LUMO = 0.01 eV

The geometry in XYZ format:
```
40
C11H21BrCsN3O3, DFT ωB97M-V/def2-TZVPD
Cs 2.107 -0.660 -0.571
C -3.646 -2.311 -0.476
N -3.251 -0.979 -0.031
C -4.287 0.051 -0.025
C -2.000 -0.797 0.467
O -1.197 -1.709 0.606
C -1.615 0.608 0.913
O -1.725 1.531 -0.158
C -1.265 2.809 0.176
C 0.244 2.949 -0.041
O 0.923 1.984 -0.358
N 0.758 4.188 0.135
C 2.186 4.416 -0.071
C -0.065 5.338 0.493
H -4.404 -2.733 0.189
H -2.777 -2.958 -0.472
H -4.057 -2.258 -1.485
H -5.149 -0.338 -0.564
H -3.955 0.962 -0.516
H -4.612 0.291 0.991
H -0.589 0.543 1.270
H -2.258 0.916 1.748
H -1.510 3.055 1.214
H -1.786 3.522 -0.461
H 2.656 3.484 -0.353
H 2.650 4.783 0.845
H 2.337 5.150 -0.864
H -0.688 5.137 1.364
H -0.707 5.663 -0.330
H 0.596 6.164 0.745
Br 5.036 -1.388 0.077
C 4.545 -5.491 -0.650
C 3.073 -5.591 -0.223
C 2.337 -4.375 -0.584
N 1.809 -3.398 -0.882
H 5.066 -6.412 -0.388
H 5.031 -4.646 -0.162
H 4.623 -5.339 -1.725
H 2.990 -5.727 0.854
H 2.579 -6.438 -0.698
```

***

Formula: C4H11N2
Source: OMol25
Level of theory: ωB97M-V/def2-TZVPD

Output
2S+1 = 1
E_HOMO = -13.33 eV
energy relative to the best compared isomer or geometry (same formula, charge and spin) = 5.473 eV
total charge = +1
HOMO-LUMO gap = 6.1 eV
E_LUMO = -7.20 eV

The geometry in XYZ format:
```
17
C4H11N2, DFT ωB97M-V/def2-TZVPD
C -2.451 -0.272 0.058
C -1.095 -0.188 -0.711
C -0.163 0.734 -0.041
C 1.050 1.266 -0.503
N 1.788 1.905 0.601
N 1.321 -2.207 0.341
H -3.379 -0.266 -0.703
H -2.380 -1.235 0.666
H -1.018 -0.182 -1.758
H 0.754 -1.522 -0.215
H -0.576 1.144 0.905
H 1.663 1.252 -1.483
H 1.689 2.974 0.536
H 2.783 1.595 0.609
H 1.956 -2.836 -0.060
H -2.774 0.501 0.772
H 0.832 -2.663 0.987
```

***

Formula: C4H5NO
Source: OMol25
Level of theory: ωB97M-V/def2-TZVPD

Output
2S+1 = 1
E_HOMO (spin up / spin down) = -7.52 / -6.50 eV
energy relative to the best compared isomer or geometry (same formula, charge and spin) = 6.611 eV
HOMO-LUMO gap (spin up / spin down) = 8.2 / 7.0 eV
E_LUMO (spin up / spin down) = 0.67 / 0.49 eV

The geometry in XYZ format:
```
11
C4H5NO, DFT ωB97M-V/def2-TZVPD
C 0.872 1.396 -0.147
C 1.478 0.274 -0.041
C -1.591 -0.016 -0.110
C 0.629 -1.033 -0.012
N -2.593 0.714 -0.039
O -0.809 -0.991 -0.046
H 0.948 2.450 -0.310
H 2.502 0.105 0.126
H 1.032 -1.767 -0.705
H 0.960 -1.611 0.835
H -3.429 0.480 0.450
```